# 1
{
  "formula": "C16H10BrCl5Fe",
  "method": "the ωB97M-V functional and the def2-TZVPD basis",
  "elements": ["C", "C", "C", "H", "C", "C", "H", "H", "H", "H", "Fe", "Br", "C", "C", "C", "H", "C", "C", "H", "H", "H", "H", "Cl", "C", "C", "C", "Cl", "C", "Cl", "C", "Cl", "C", "Cl"],
  "positions_angstrom": [[0.3075, 0.1780, -2.4008], [1.0233, 1.0394, -1.5457], [1.8710, 0.2486, -0.7185], [0.9689, 2.1202, -1.6643], [1.6597, -1.1270, -1.0335], [0.7382, -1.1805, -2.1137], [0.4795, -2.0150, -2.7322], [-0.3133, 0.4743, -3.2326], [2.6923, 0.6210, -0.1426], [2.0942, -2.0426, -0.6477], [-0.8840, -0.7543, -0.5270], [-1.2426, -1.0894, 1.6313], [-2.8579, -1.6675, -0.5503], [-2.1397, -2.5061, -1.4585], [-1.9085, -1.7664, -2.6402], [-1.8461, -3.5411, -1.2711], [-2.3736, -0.4275, -2.4427], [-2.9154, -0.3409, -1.1216], [-3.3835, 0.5438, -0.6737], [-3.4150, -2.0121, 0.3225], [-1.4732, -2.1558, -3.5567], [-2.3765, 0.3662, -3.1753], [-0.3561, 3.0032, 0.5520], [0.5406, 2.1041, 1.7128], [0.8129, 0.7915, 1.5305], [1.6418, 0.1037, 2.3747], [2.2327, -1.4568, 2.0135], [1.9998, 0.6991, 3.6068], [2.8691, -0.2168, 4.7551], [1.6633, 2.0425, 3.8679], [2.0098, 2.7291, 5.3928], [1.0265, 2.7846, 2.8664], [0.8546, 4.4506, 3.0226]],
  "multiplicity": 6,
  "total_charge": -1,
  "fmax_ha_per_bohr": 0.0711,
  "homo_lumo_gap_ev": [6.329, 5.622],
  "lumo_ha": [0.0963, 0.0667],
  "s_squared": 8.79,
  "relative_energy_ev": 0.574,
  "total_energy_ev": -183794.047,
  "e_homo_ha": [-0.1363, -0.1399]
}

---

# 2
{
  "formula": "C16H10Cl5N4O7S2SeTi",
  "method": "the ωB97M-V functional and the def2-TZVPD basis",
  "elements": ["Ti", "O", "C", "O", "C", "C", "C", "C", "C", "C", "S", "H", "H", "H", "H", "Cl", "C", "C", "Cl", "C", "Cl", "C", "O", "C", "Cl", "C", "Cl", "C", "C", "N", "N", "C", "S", "N", "N", "H", "H", "H", "H", "H", "H", "O", "Se", "O", "O", "O"],
  "positions_angstrom": [[-0.9217, -0.7937, 1.1640], [0.6848, 2.5994, 2.3470], [0.1198, 1.9633, 1.4946], [0.1681, 0.6320, 1.4718], [-0.5972, 2.6388, 0.3580], [-0.5310, 4.0368, 0.3757], [-1.1093, 4.8066, -0.6091], [-1.7822, 4.1722, -1.6501], [-1.8655, 2.7967, -1.6834], [-1.2790, 1.9921, -0.6901], [-1.4381, 0.2563, -0.9542], [-0.0052, 4.4918, 1.2043], [-1.0466, 5.8862, -0.5671], [-2.2505, 4.7547, -2.4348], [-2.3972, 2.3005, -2.4855], [-2.2658, -6.2393, -3.7204], [-1.6889, -5.0831, -2.5777], [-2.5806, -4.3951, -1.7623], [-4.2729, -4.6950, -1.8740], [-2.1105, -3.4633, -0.8495], [-3.1687, -2.6152, 0.2029], [-0.7435, -3.1754, -0.7223], [-0.2991, -2.2763, 0.1151], [0.1420, -3.8940, -1.5419], [1.8273, -3.5971, -1.3539], [-0.3226, -4.8307, -2.4562], [0.7959, -5.6855, -3.4491], [3.4108, 2.3811, -0.5857], [3.4025, 1.4330, 0.5543], [3.9932, 1.6069, 1.6889], [3.6520, 0.4862, 2.4061], [2.8272, -0.3647, 1.7699], [2.1220, -1.7457, 2.3598], [2.7070, 0.2416, 0.5391], [1.9681, -0.2872, -0.4902], [4.0938, 3.1951, -0.3589], [2.4098, 2.7891, -0.7452], [3.7245, 1.8868, -1.5059], [3.9144, 0.4019, 3.3708], [1.2404, 0.3259, -0.8349], [2.5413, -0.6824, -1.2198], [-2.5288, 0.0764, 1.8411], [-2.7081, -0.8507, 3.2682], [-4.0471, -1.7142, 3.2061], [-1.3497, -1.7693, 2.8052], [-2.4351, 0.0066, 4.5796]],
  "total_charge": -1,
  "fmax_ha_per_bohr": 0.0112,
  "homo_lumo_gap_ev": 7.634,
  "lumo_ha": 0.0711,
  "relative_energy_ev": 0.556,
  "total_energy_ev": -209796.282,
  "e_homo_ha": -0.2095
}

---

# 3
{
  "formula": "C16H10ClCuF5",
  "method": "the ωB97M-V functional and the def2-TZVPD basis",
  "elements": ["C", "C", "C", "H", "C", "C", "H", "H", "H", "H", "Cu", "Cl", "C", "C", "C", "H", "C", "C", "H", "H", "H", "H", "F", "C", "C", "C", "F", "C", "F", "C", "F", "C", "F"],
  "positions_angstrom": [[-2.0166, -1.3733, -1.0257], [-1.4739, -1.5254, -2.3355], [-1.2791, -0.2398, -2.8850], [-1.2954, -2.4720, -2.8340], [-1.5544, 0.7409, -1.9047], [-2.0242, 0.0737, -0.7266], [-2.5405, 0.5501, 0.1046], [-2.4603, -2.1446, -0.3989], [-1.0115, -0.0370, -3.9208], [-1.4150, 1.8191, -2.0185], [-0.5511, -0.9827, 0.3622], [0.6690, -2.8180, 0.3506], [2.3980, -0.2900, -0.7638], [2.0856, 0.9239, -1.4494], [1.7677, 0.5938, -2.8058], [2.0205, 1.9143, -0.9919], [1.9069, -0.8044, -2.9576], [2.2856, -1.3612, -1.7093], [2.3680, -2.4181, -1.4800], [2.5826, -0.3948, 0.3063], [1.4013, 1.2934, -3.5536], [1.7306, -1.3771, -3.8543], [-2.1034, -1.0219, 2.2880], [-1.2377, -0.0241, 2.6130], [-0.2829, 0.4169, 1.7427], [0.6439, 1.3252, 2.1921], [1.6716, 1.7675, 1.4276], [0.5925, 1.7832, 3.5180], [1.5462, 2.5995, 3.9977], [-0.3837, 1.3226, 4.3893], [-0.4376, 1.7701, 5.6603], [-1.3322, 0.4354, 3.9188], [-2.2706, -0.0450, 4.7443]],
  "multiplicity": 2,
  "total_charge": -2,
  "fmax_ha_per_bohr": 0.0394,
  "homo_lumo_gap_ev": [4.634, 4.319],
  "lumo_ha": [0.1857, 0.1765],
  "s_squared": 0.78,
  "relative_energy_ev": 0.000,
  "total_energy_ev": -87500.504,
  "e_homo_ha": [0.0154, 0.0178]
}

---

# 4
{
  "formula": "C16H10ClF5LaO",
  "method": "the ωB97M-V functional and the def2-TZVPD basis",
  "elements": ["C", "C", "C", "H", "C", "C", "H", "H", "H", "H", "La", "Cl", "C", "C", "C", "H", "C", "C", "H", "H", "H", "H", "F", "C", "C", "F", "C", "F", "C", "O", "C", "F", "C", "F"],
  "positions_angstrom": [[2.1228, -0.3816, -3.3661], [0.7620, -0.0138, -3.6046], [-0.0713, -0.9153, -2.8684], [0.4019, 0.7634, -4.2772], [0.7775, -1.8077, -2.1396], [2.1334, -1.4890, -2.4610], [3.0228, -2.0260, -2.1190], [3.0097, 0.0722, -3.8219], [-1.1475, -1.0428, -3.0090], [0.4319, -2.6793, -1.5846], [1.2111, 0.6238, -1.0910], [0.1219, 2.8933, -1.5009], [-3.5742, 0.9486, 0.3099], [-3.4767, -0.4792, 0.2542], [-3.5656, -0.8701, -1.1196], [-3.4247, -1.1524, 1.1001], [-3.7152, 0.3070, -1.9029], [-3.7223, 1.4321, -1.0268], [-3.8183, 2.4727, -1.3283], [-3.5195, 1.5551, 1.2104], [-3.6347, -1.8934, -1.4864], [-3.9388, 0.3316, -2.9751], [3.3209, 0.7190, 5.5690], [2.6567, 0.5170, 4.4134], [1.5294, -0.3075, 4.4097], [1.1228, -0.8924, 5.5578], [0.8158, -0.5203, 3.2486], [-0.3057, -1.2755, 3.2410], [1.2630, 0.0539, 2.0525], [0.6043, -0.2012, 0.9355], [2.4155, 0.8663, 2.0724], [2.8953, 1.3274, 0.8267], [3.1034, 1.1293, 3.2353], [4.1925, 1.9349, 3.2460]],
  "total_charge": -1,
  "fmax_ha_per_bohr": 0.0325,
  "homo_lumo_gap_ev": 4.096,
  "lumo_ha": 0.0575,
  "total_energy_ev": -45772.429,
  "e_homo_ha": -0.0930
}

---

# 5
{
  "formula": "C16H10ClF5Ti",
  "method": "the ωB97M-V functional and the def2-TZVPD basis",
  "elements": ["C", "C", "C", "H", "C", "C", "H", "H", "H", "H", "Ti", "Cl", "C", "C", "C", "H", "C", "C", "H", "H", "H", "H", "F", "C", "C", "C", "F", "C", "F", "C", "F", "C", "F"],
  "positions_angstrom": [[-2.5758, -1.3892, -0.9644], [-1.6576, -1.5707, -2.0802], [-1.2668, -0.2890, -2.5530], [-1.4783, -2.5147, -2.6196], [-1.7521, 0.6977, -1.6764], [-2.5238, 0.0623, -0.6266], [-3.2547, 0.5796, 0.0134], [-3.3033, -2.1319, -0.6088], [-0.7175, -0.0970, -3.4842], [-1.5665, 1.7805, -1.7851], [-1.1051, -1.2825, 0.4466], [0.0000, -3.0841, 0.3139], [2.9976, -0.1929, -0.9371], [2.5536, 1.0040, -1.5475], [2.1047, 0.6815, -2.8458], [2.4687, 1.9749, -1.0697], [2.2930, -0.7038, -3.0484], [2.8600, -1.2420, -1.8711], [3.0670, -2.2799, -1.6891], [3.2942, -0.3035, 0.0961], [1.6310, 1.3636, -3.5383], [1.9841, -1.2402, -3.9268], [-2.1745, -1.1120, 2.1289], [-1.2276, -0.0423, 2.6108], [-0.2922, 0.3822, 1.6747], [0.6220, 1.3524, 2.1494], [1.5675, 1.8905, 1.3480], [0.5794, 1.7447, 3.4880], [1.4248, 2.6784, 3.9608], [-0.3890, 1.2556, 4.3737], [-0.4834, 1.7774, 5.6092], [-1.3354, 0.3425, 3.9305], [-2.3440, -0.0920, 4.7281]],
  "multiplicity": 2,
  "total_charge": -1,
  "fmax_ha_per_bohr": 0.0686,
  "homo_lumo_gap_ev": [4.688, 4.701],
  "lumo_ha": [0.0785, 0.0791],
  "s_squared": 0.76,
  "total_energy_ev": -65977.082,
  "e_homo_ha": [-0.0938, -0.0937]
}

---

# 6
{
  "formula": "C16H10F3N2O6S2",
  "method": "the ωB97M-V functional and the def2-TZVPD basis",
  "elements": ["C", "C", "O", "C", "C", "C", "C", "C", "C", "N", "O", "O", "H", "H", "H", "H", "H", "H", "F", "C", "F", "F", "S", "N", "C", "O", "C", "C", "C", "C", "C", "C", "S", "O", "O", "H", "H", "H", "H"],
  "positions_angstrom": [[-1.4440, 0.6847, -1.9711], [0.0787, 1.0422, -1.9800], [0.3641, 2.2190, -2.2187], [0.9690, -0.0783, -1.7972], [0.4148, -1.4465, -1.7635], [1.3723, -2.4208, -1.1425], [2.6809, -2.0944, -0.9267], [3.1641, -0.7805, -1.1333], [2.3005, 0.2259, -1.5368], [-1.7576, -0.6426, -1.5849], [-2.8407, -1.1257, -1.7955], [-0.7813, -1.4016, -0.9118], [-1.8472, 0.8530, -2.9806], [0.0515, -1.7474, -2.7767], [0.9697, -3.3909, -0.8641], [3.3957, -2.8426, -0.5735], [4.1914, -0.5228, -0.8945], [2.6233, 1.2760, -1.6220], [-4.5840, 3.0528, -1.2153], [-3.7057, 2.7175, -0.2465], [-3.3762, 3.8328, 0.4590], [-4.2820, 1.8353, 0.5861], [-2.0784, 2.1873, -1.0930], [-1.3224, 1.5816, 0.7936], [-0.0031, 1.9330, 1.1135], [0.5381, 2.9597, 0.7381], [0.5634, 0.7576, 1.8267], [-0.3832, -0.2456, 1.9500], [-0.0512, -1.5875, 2.0248], [1.2873, -1.9174, 2.2710], [2.2273, -0.8879, 2.4139], [1.8807, 0.4377, 2.1434], [-2.0056, 0.4081, 1.7161], [-2.4926, 0.9217, 2.9650], [-2.7394, -0.5794, 0.9778], [-0.8125, -2.3513, 1.8554], [1.5926, -2.9693, 2.3435], [3.2543, -1.1480, 2.6814], [2.5875, 1.2544, 2.1688]],
  "total_charge": -1,
  "fmax_ha_per_bohr": 0.0704,
  "homo_lumo_gap_ev": 4.702,
  "lumo_ha": 0.0379,
  "total_energy_ev": -61834.608,
  "e_homo_ha": -0.1349
}